Arrangement P

Computed, not measured: C2H4P2 in the gas phase, with wB97M-V/def2-TZVPD.

Cartesian coordinates (Å):
C (1.1272, -1.0471, -0.2314)
C (-0.1418, 0.9791, 0.3148)
P (2.2057, 0.2122, 0.1994)
P (-0.5030, -0.8436, 0.4752)
H (1.5984, -2.1069, -0.4790)
H (-0.2498, 1.4945, 1.2799)
H (-0.2348, 1.4866, -0.7112)
H (-1.0177, -0.9354, -0.8417)

Its highest occupied orbital energy (alpha / beta) is -0.308 / -0.308 Ha. The total charge is 0.



Arrangement Q

Computed, not measured: 2 unconnected molecules or ions with the total composition C2H4P2, with wB97M-V/def2-TZVPD.

Cartesian coordinates (Å):
C (0.8926, -0.6979, 0.0094)
C (-0.9624, 0.4608, -0.2642)
P (2.1599, 0.2699, 0.2350)
P (-2.4475, -0.1310, 0.1886)
H (0.7865, -1.6729, -0.3363)
H (-0.5370, 1.4695, -0.1655)
H (3.2401, -0.8069, -0.1027)
H (-3.1323, 1.1085, 0.4358)

Its highest occupied orbital energy is -0.344 Ha. The total charge is 0.



Most stable = arrangement P



Arrangement P

Computed, not measured: C6H17N3 in the gas phase, with wB97M-V/def2-TZVPD.

Cartesian coordinates (Å):
C (0.0844, -0.1703, -0.7804)
C (1.0752, 0.0669, 0.3615)
C (-2.1879, -0.5811, 0.5554)
C (-1.3868, 1.6770, 0.5627)
C (0.3133, 0.7069, -2.0156)
C (0.9251, -0.6768, 1.6784)
N (-1.3237, 0.3839, -0.0944)
N (-0.0549, -1.5204, -1.1888)
N (2.4743, -0.4847, -0.3286)
H (1.2571, 1.1295, 0.5187)
H (0.0197, -2.1712, -0.4165)
H (0.6131, -1.7646, -1.9131)
H (2.8794, 0.2938, -0.8468)
H (3.1441, -0.6805, 0.4157)
H (-2.3204, -1.4866, -0.0462)
H (-1.0958, 1.6321, 1.6220)
H (-1.8532, -0.8711, 1.5610)
H (-3.2057, -0.1803, 0.6652)
H (-2.4083, 2.0793, 0.5286)
H (-0.7539, 2.4200, 0.0681)
H (-0.5662, 0.6782, -2.6678)
H (1.1756, 0.3616, -2.5940)
H (0.5088, 1.7457, -1.7409)
H (0.1084, -0.2689, 2.2779)
H (1.8342, -0.5725, 2.2791)
H (0.7442, -1.7462, 1.5390)

Its highest occupied orbital energy is -0.281 Ha. The total charge is 0.



Arrangement Q

Computed, not measured: 2 unconnected molecules or ions with the total composition C6H17N3, with wB97M-V/def2-TZVPD.

Cartesian coordinates (Å):
C (2.9985, 0.8071, -0.3799)
C (3.7532, -0.4953, -0.5532)
N (0.4818, 0.2610, -0.2334)
H (1.8845, 0.6535, -0.6940)
H (0.4322, 1.0532, 0.4117)
H (3.0541, 1.1821, 0.6389)
H (3.3513, 1.5826, -1.0623)
H (4.8193, -0.3603, -0.3555)
H (3.6603, -0.8707, -1.5734)
H (3.3703, -1.2521, 0.1310)
C (-1.4761, -0.5341, -1.5708)
C (-1.7704, 0.3226, 2.1117)
N (-1.0757, -0.3548, -0.1710)
C (-1.9800, 0.4329, 0.6295)
N (-0.9939, -1.7294, 0.4853)
C (-2.8700, 1.2741, 0.1042)
H (-1.2013, -2.4714, -0.1771)
H (-0.0239, -1.8324, 0.7549)
H (-0.7187, -1.1494, -2.0504)
H (-2.4493, -1.0254, -1.6415)
H (-1.5016, 0.4310, -2.0698)
H (-0.7153, 0.4345, 2.3600)
H (-2.3454, 1.0871, 2.6283)
H (-2.0919, -0.6538, 2.4684)
H (-3.4895, 1.8730, 0.7535)
H (-3.1024, 1.3345, -0.9453)

Its highest occupied orbital energy is -0.290 Ha. The total charge is 0.



Most stable = arrangement P



Arrangement P

Computed, not measured: C5H9N5 in the gas phase, with wB97M-V/def2-TZVPD.

Cartesian coordinates (Å):
C (0.6791, 1.0130, -0.1850)
C (-0.7074, 0.7306, -0.2740)
C (1.4743, -1.2427, -0.1957)
C (-3.2170, -1.3356, 0.4680)
C (3.0003, 0.4924, 0.2543)
N (1.4714, -2.4018, 0.1613)
N (-2.5928, -0.5983, -0.3369)
N (1.5795, 0.0150, -0.0464)
N (-1.2113, -0.5083, -0.1319)
N (-1.6309, 1.7799, -0.3569)
H (0.9575, 1.9666, 0.1966)
H (-4.3098, -1.2838, 0.4310)
H (-2.7424, -1.8095, 1.2439)
H (3.8563, -0.0376, -0.2113)
H (3.0108, 1.4622, -0.3407)
H (2.8939, 0.8639, 1.3071)
H (1.4007, -3.0390, -0.6253)
H (-1.3830, 2.5597, -0.9572)
H (-2.5293, 1.3734, -0.4007)

Its highest occupied orbital energy (alpha / beta) is -0.244 / -0.244 Ha. The total charge is 0.



Arrangement Q

Computed, not measured: C5H9N5 in the gas phase, with wB97M-V/def2-TZVPD.

Cartesian coordinates (Å):
C (-0.5637, -1.3879, -0.1290)
C (0.7777, -1.2194, -0.0177)
C (-0.4816, 0.8948, 0.0296)
C (2.7501, 1.6718, -0.1991)
C (-2.6347, 0.0834, -0.2264)
N (-0.7739, 2.1188, 0.0061)
N (2.3170, 0.4829, -0.3196)
N (-1.2689, -0.2018, -0.0549)
N (1.0977, 0.1548, -0.0024)
N (1.7692, -2.1109, 0.2611)
H (-1.2261, -2.3329, -0.3274)
H (3.8087, 2.0217, -0.4787)
H (1.9792, 2.5290, 0.0086)
H (-2.8878, 0.1876, -1.3043)
H (-3.1666, -0.8251, 0.2772)
H (-2.7415, 1.1018, 0.2164)
H (-0.3034, 2.9146, 0.3787)
H (1.8381, -2.9339, -0.4378)
H (2.6486, -1.6060, 0.1756)

Its highest occupied orbital energy is -0.256 Ha. The total charge is 0.



Most stable = arrangement Q



Arrangement P

Computed, not measured: C3H8P2 in the gas phase, with wB97M-V/def2-TZVPD.

Cartesian coordinates (Å):
C (0.3113, -0.3659, 1.4934)
C (-0.5230, 0.3644, -2.3869)
C (-0.5483, 0.1932, -0.8395)
P (0.9715, -0.4775, -0.0339)
P (1.0172, -0.9235, 3.0737)
H (-0.9385, -0.0983, 1.7432)
H (0.2683, 1.1266, -2.6128)
H (-0.4202, -0.6339, -2.9140)
H (-1.5192, 0.4169, -2.8363)
H (-1.3741, -0.5221, -0.6805)
H (-0.7824, 1.2751, -0.5239)
H (2.4217, -0.8118, 3.0254)
H (1.1158, 0.4566, 3.4921)

Its highest occupied orbital energy is -0.322 Ha. The total charge is 0.



Arrangement Q

Computed, not measured: a molecular structure, C3H8P2, with wB97M-V/def2-TZVPD.

Cartesian coordinates (Å):
C (-2.0108, 0.5119, -0.2149)
C (-0.9346, 0.1514, 0.4826)
C (0.3486, -0.0579, -0.2382)
P (1.2061, -1.6613, 0.3193)
P (1.9456, 1.0694, -0.0372)
H (-3.0555, 0.4688, 0.3754)
H (-1.9028, 0.7089, -1.2161)
H (-0.9483, -0.2436, 1.5225)
H (0.0827, -0.0592, -1.3362)
H (1.6857, -1.9463, -0.9836)
H (0.1939, -2.4964, -0.0245)
H (1.8782, 1.1194, 1.3803)
H (1.5112, 2.4348, -0.0292)

Its highest occupied orbital energy is -0.337 Ha. The total charge is 0.



Most stable = arrangement Q



Arrangement P

Computed, not measured: C12H25N3O3 in the gas phase, with wB97M-V/def2-TZVPD.

Cartesian coordinates (Å):
C (-1.9445, -0.0647, -0.3322)
C (-1.4882, 1.3075, 0.0772)
C (-3.2769, -0.0593, -1.1387)
C (-4.6481, -0.1894, -0.4892)
C (-4.9443, -1.7203, -0.0392)
C (-4.9306, 0.7859, 0.6718)
C (0.9182, 0.6604, -0.1244)
C (1.0300, -0.6606, 0.5232)
C (2.2261, 1.3766, 0.1064)
C (3.4451, 0.6832, -0.4960)
C (4.2249, -0.0550, 0.5873)
C (5.4603, -0.7512, -0.0347)
H (-1.2084, -1.2270, 1.3371)
H (-2.7094, -1.8133, 0.5637)
H (-1.2034, -0.4548, -1.0395)
H (-3.2431, -0.7556, -1.9844)
H (-3.1556, 0.9887, -1.5875)
H (-5.2991, 0.0343, -1.2852)
H (-4.5662, -2.3696, -0.9243)
H (-4.3748, -1.9005, 0.8366)
H (-6.0035, -1.9569, 0.0886)
H (-4.8738, 1.8605, 0.3616)
H (-4.3463, 0.5916, 1.5464)
H (-5.9893, 0.6845, 1.0977)
H (-0.0443, 2.3822, 0.8127)
H (0.8115, 0.5559, -1.2280)
H (2.1268, 2.4576, -0.1657)
H (2.3646, 1.4435, 1.2274)
H (3.1616, -0.1165, -1.2270)
H (4.0675, 1.3920, -1.0002)
H (4.5515, 0.6153, 1.4295)
H (3.6592, -0.9095, 1.1634)
H (5.0063, -1.2332, -0.9412)
H (5.8479, -1.5280, 0.5689)
H (7.1560, 0.3082, 0.5166)
H (6.2149, 0.8710, -0.8226)
H (1.5417, -1.5974, -1.2063)
N (-2.1641, -0.8807, 0.8214)
N (-0.1613, 1.4820, 0.3645)
N (6.6794, -0.0001, -0.4001)
O (-2.1826, 2.2863, 0.2721)
O (0.7657, -0.7715, 1.6846)
O (1.4985, -1.7522, -0.1925)

Its highest occupied orbital energy is -0.335 Ha. The total charge is 0.



Arrangement Q

Computed, not measured: C12H25N3O3 in the gas phase, with wB97M-V/def2-TZVPD.

Cartesian coordinates (Å):
C (-0.8772, 0.2879, 0.3069)
C (0.1766, -0.0743, 1.3945)
C (-2.2441, -0.3609, 0.7015)
C (-3.3945, 0.1639, -0.0548)
C (-4.6400, -0.6545, 0.1826)
C (-5.9951, -0.0002, -0.0564)
C (2.1865, -0.4596, -0.1415)
C (2.5407, -1.8589, -0.5945)
C (3.5337, 0.2609, 0.2331)
C (3.4529, 1.7645, -0.1803)
C (2.5330, 2.6816, 0.6905)
C (3.1421, 2.1461, -1.6260)
H (-0.5577, -1.0030, -1.4123)
H (-0.8079, 0.5414, -1.8236)
H (-1.1261, 1.3166, 0.2629)
H (-2.3113, -0.2798, 1.8665)
H (-1.9766, -1.4199, 0.4717)
H (-3.6198, 1.3257, 0.0702)
H (-3.1198, -0.1081, -0.9983)
H (-4.6210, -1.0309, 1.1623)
H (-4.5779, -1.3797, -0.5782)
H (-6.2571, 0.8489, 0.6851)
H (-6.8188, -0.7720, 0.1047)
H (-6.2345, 0.0306, -2.0538)
H (-6.8200, 1.1983, -1.2201)
H (1.9555, -1.2481, 1.5944)
H (1.5520, -0.0379, -1.0029)
H (4.2486, -0.3058, -0.4217)
H (3.8377, 0.0793, 1.3020)
H (4.4284, 2.2038, -0.0713)
H (2.8155, 3.6280, 0.2897)
H (2.6430, 2.6821, 1.7849)
H (1.4603, 2.5301, 0.4296)
H (2.1009, 1.9752, -1.9843)
H (3.8966, 1.4344, -2.3687)
H (3.3770, 3.1728, -1.9392)
H (3.7322, -3.2820, -0.1248)
N (-0.4834, -0.0187, -1.0386)
N (-5.9348, 0.6835, -1.2279)
N (1.5212, -0.4406, 1.0901)
O (-0.1666, 0.0988, 2.5147)
O (2.4381, -2.2065, -1.7198)
O (3.3027, -2.5232, 0.3398)

Its highest occupied orbital energy is -0.321 Ha. The total charge is 0.



Most stable = arrangement P